(1)
Entry from the OMol25 dataset: C53H71IrN8O6P as an isolated structure in a non-equilibrium geometry (ωB97M-V/def2-TZVPD).

Results
LUMO (alpha / beta) (eV): -1.7 / -1.7
2S+1: 2
Charge: 0

```
140
Properties=species:S:1:pos:R:3:forces:R:3
Ir 2.274 -0.949 -0.113 1.2 -0.5 -0.5
O -0.917 -2.406 4.088 -0.2 0.0 0.2
C -0.525 -1.864 2.926 0.0 -0.2 -0.2
O 0.048 -2.462 2.065 -0.2 0.0 0.1
C -0.723 -0.382 2.908 0.2 0.3 -0.1
C -0.603 0.389 4.035 0.3 -0.2 0.0
C -0.439 1.765 3.897 0.1 0.1 0.1
C -0.102 2.255 2.656 0.3 0.0 0.0
C -0.180 1.443 1.531 0.1 -0.5 -0.2
N -0.773 0.225 1.681 -0.5 0.2 0.2
C 0.676 1.858 0.300 0.1 0.3 -0.2
O 0.634 3.039 -0.014 -0.4 0.1 0.0
O 1.501 1.013 -0.142 -0.6 -0.4 0.2
H -0.627 -3.332 4.085 0.0 0.0 0.0
H -0.583 -0.099 4.998 0.0 0.0 0.0
H -0.435 2.409 4.766 0.0 0.0 0.0
H 0.284 3.255 2.514 -0.1 0.0 0.0
C 4.691 2.195 -1.617 0.0 0.0 0.0
C 5.030 0.977 -0.762 0.0 0.0 0.0
C 6.300 0.277 -1.248 0.0 0.0 0.0
C 5.147 1.327 0.712 -0.2 0.0 -0.1
C 5.961 2.394 1.057 -0.1 0.0 0.1
C 6.171 2.729 2.382 0.0 0.0 0.0
C 5.533 2.000 3.360 -0.1 0.0 0.0
C 4.687 0.927 3.068 0.1 -0.1 0.1
C 4.073 0.286 4.316 0.0 0.0 -0.1
C 3.154 1.321 4.980 0.0 -0.1 0.0
C 3.336 -1.037 4.150 -0.2 0.1 0.1
C 4.508 0.570 1.724 0.2 0.2 -0.1
N 3.850 -0.635 1.294 -0.9 0.3 -0.5
C 4.584 -1.748 1.526 0.3 -0.4 -0.1
O 5.535 -1.883 2.290 -0.1 0.1 -0.2
C 4.232 -2.893 0.616 0.2 0.0 0.0
C 4.927 -4.085 0.561 0.0 0.0 0.0
C 4.677 -4.953 -0.495 0.0 0.0 0.0
C 3.773 -4.591 -1.484 0.1 0.0 0.0
C 3.100 -3.392 -1.351 0.0 0.0 -0.1
N 3.318 -2.600 -0.307 -0.5 -0.1 0.4
C 2.120 -2.847 -2.346 0.2 -0.4 0.0
O 2.043 -3.381 -3.448 -0.1 0.1 0.1
N 1.426 -1.789 -1.877 -0.2 0.6 0.8
C 0.361 -1.369 -2.733 0.1 0.2 -0.3
C -0.750 -2.197 -2.976 0.0 0.0 0.1
C -1.680 -1.774 -3.925 -0.1 0.1 0.0
C -1.574 -0.558 -4.573 0.0 0.0 0.0
C -0.487 0.253 -4.309 0.0 0.0 0.0
C 0.507 -0.153 -3.428 0.1 0.0 0.0
C 1.821 0.606 -3.399 0.0 0.0 0.0
C 2.725 0.015 -4.490 0.0 0.0 0.0
C 1.683 2.116 -3.574 0.0 0.0 0.0
C -1.077 -3.543 -2.328 0.0 0.0 0.0
C -0.769 -4.734 -3.246 0.0 0.1 0.0
C -0.570 -3.772 -0.906 0.0 0.1 0.0
H 4.656 1.913 -2.670 0.0 0.0 0.0
H 5.435 2.988 -1.516 0.0 0.0 0.0
H 3.719 2.603 -1.334 0.0 0.0 0.0
H 4.209 0.271 -0.882 0.1 0.1 0.0
H 7.154 0.959 -1.209 0.0 0.0 0.0
H 6.183 -0.063 -2.280 0.0 0.0 0.0
H 6.538 -0.586 -0.621 0.0 0.0 0.0
H 6.464 2.955 0.279 0.0 0.0 0.0
H 6.833 3.544 2.648 0.0 0.0 0.0
H 5.705 2.251 4.400 0.0 0.0 0.0
H 4.906 0.107 5.003 0.0 0.0 0.0
H 2.372 1.613 4.279 -0.1 0.0 0.0
H 3.693 2.226 5.254 0.0 0.0 0.0
H 2.688 0.914 5.882 0.0 0.0 0.0
H 2.535 -0.942 3.417 -0.2 0.0 0.0
H 2.902 -1.330 5.110 0.0 0.0 0.0
H 4.007 -1.824 3.821 -0.1 0.0 0.1
H 5.668 -4.278 1.323 0.0 0.0 0.0
H 5.214 -5.890 -0.566 0.0 0.0 0.0
H 3.585 -5.188 -2.365 0.0 0.0 0.0
H -2.501 -2.439 -4.176 -0.1 0.0 0.1
H -2.320 -0.255 -5.299 0.0 0.0 0.0
H -0.381 1.190 -4.841 0.0 0.0 0.0
H 2.303 0.434 -2.437 0.0 0.0 0.0
H 2.282 0.183 -5.475 0.0 0.0 0.0
H 2.844 -1.062 -4.361 0.0 0.0 0.0
H 3.711 0.485 -4.476 0.0 0.0 0.0
H 1.289 2.379 -4.559 0.0 0.0 0.0
H 2.662 2.587 -3.486 0.0 0.0 0.0
H 1.043 2.557 -2.809 0.0 0.0 0.1
H -2.166 -3.530 -2.236 -0.1 0.1 0.0
H 0.285 -4.769 -3.506 0.1 0.0 0.0
H -1.343 -4.668 -4.173 0.0 0.0 0.0
H -1.045 -5.666 -2.745 0.0 0.0 0.0
H 0.464 -4.112 -0.866 0.0 0.0 0.0
H -1.180 -4.550 -0.437 0.0 0.0 0.0
H -0.647 -2.861 -0.314 0.0 0.0 0.1
N -1.609 -0.352 0.735 0.2 0.1 -0.4
P -2.929 0.556 0.414 0.3 -0.1 0.3
N -2.772 1.939 -0.443 0.2 -0.1 0.0
C -2.569 3.297 0.097 -0.1 0.0 0.0
C -3.292 4.293 -0.800 0.0 0.0 0.0
C -2.717 4.216 -2.214 0.0 0.0 0.0
C -2.820 2.793 -2.760 0.1 0.0 0.0
C -2.192 1.791 -1.799 -0.1 0.2 0.0
N -3.910 -0.416 -0.503 -0.1 0.0 0.0
C -4.332 -1.703 0.081 0.1 0.0 0.0
C -4.830 -2.656 -0.995 0.0 0.0 0.0
C -5.943 -2.042 -1.835 0.1 0.0 0.0
C -5.437 -0.727 -2.419 -0.1 0.0 0.1
C -5.007 0.189 -1.287 0.1 0.0 0.0
N -3.660 1.043 1.851 -0.1 0.0 -0.1
C -4.915 1.830 1.730 0.1 0.0 0.0
C -5.514 2.127 3.112 0.0 0.0 0.0
C -4.421 2.118 4.172 0.0 0.0 0.0
C -3.902 0.686 4.291 0.0 0.0 0.0
C -3.828 0.024 2.907 0.0 0.0 0.0
H -1.506 3.528 0.090 0.2 0.0 0.0
H -2.911 3.344 1.129 0.0 0.0 0.0
H -3.174 5.299 -0.391 0.0 0.0 0.0
H -4.364 4.062 -0.818 0.0 0.0 0.0
H -1.663 4.511 -2.182 0.0 0.0 0.0
H -3.232 4.915 -2.875 0.0 0.0 0.0
H -2.297 2.712 -3.716 0.0 0.0 0.0
H -3.870 2.546 -2.946 0.0 0.0 0.0
H -1.120 1.986 -1.743 0.2 0.0 0.0
H -2.323 0.766 -2.143 0.0 -0.1 0.0
H -5.151 -1.523 0.793 0.0 0.0 0.0
H -3.489 -2.139 0.619 0.0 0.0 0.0
H -5.149 -3.586 -0.522 0.0 0.0 0.0
H -3.998 -2.877 -1.662 0.2 -0.1 0.0
H -6.826 -1.849 -1.214 0.0 0.0 0.0
H -6.247 -2.732 -2.623 0.0 0.0 0.0
H -6.216 -0.227 -3.000 0.0 0.0 0.0
H -4.587 -0.910 -3.077 0.1 0.0 -0.1
H -5.882 0.342 -0.641 0.0 0.0 0.0
H -4.695 1.160 -1.652 0.0 0.0 0.0
H -5.649 1.295 1.125 0.0 -0.1 0.0
H -4.699 2.764 1.220 0.0 0.0 0.0
H -6.254 1.365 3.373 0.0 0.0 0.0
H -6.043 3.079 3.074 0.0 0.0 0.0
H -4.801 2.471 5.131 0.0 0.0 0.0
H -3.612 2.789 3.872 0.0 0.0 0.0
H -4.582 0.100 4.914 0.0 0.0 0.0
H -2.931 0.669 4.784 0.0 0.0 0.0
H -4.752 -0.536 2.723 0.0 0.0 0.0
H -3.017 -0.699 2.851 -0.1 0.0 0.0
```
Positions in Å, forces in eV/Å.

---

(2)
Entry from the OMol25 dataset: C4H10N2 as an isolated structure in a non-equilibrium geometry (ωB97M-V/def2-TZVPD).

Results
LUMO (eV): 0.8
ΔE to the lowest compared entry with this formula, charge and spin (kcal/mol): 69.8
Charge: 0

```
16
Properties=species:S:1:pos:R:3:forces:R:3
C -1.245 0.441 0.913 0.1 -0.2 -0.1
C 0.596 -1.168 1.118 -0.3 -0.1 -0.3
C 0.043 0.181 -2.003 0.3 -0.1 0.0
N 0.158 0.138 0.621 -0.3 -0.2 0.0
C 0.724 0.614 -0.743 -0.7 0.0 1.3
N 1.621 1.433 -0.456 -0.1 -0.4 1.0
H 1.196 1.071 0.771 1.1 1.2 -1.8
H -1.390 0.526 1.993 0.0 -0.1 -0.1
H -1.543 1.385 0.455 0.2 0.0 0.0
H -0.044 -1.972 0.741 0.0 -0.1 0.0
H 0.559 -1.172 2.210 -0.1 0.0 -0.1
H 1.626 -1.361 0.814 -0.1 0.1 0.0
H -1.911 -0.340 0.533 -0.1 -0.1 0.0
H 0.616 0.543 -2.856 -0.1 0.0 0.0
H -0.035 -0.909 -2.051 0.0 0.1 0.0
H -0.970 0.590 -2.060 0.1 0.0 0.1
```
Positions in Å, forces in eV/Å.

---

(3)
Entry from the OMol25 dataset: C22H37ClGaO3SSi as an isolated structure in a non-equilibrium geometry (ωB97M-V/def2-TZVPD).

Results
LUMO (eV): 2.8
ΔE to the lowest compared entry with this formula, charge and spin (kcal/mol): 31.7
Charge: -1

```
66
Properties=species:S:1:pos:R:3:forces:R:3
C -2.412 -1.033 -3.087 -0.5 0.0 0.0
C -1.780 -1.225 -4.334 -0.1 0.0 0.0
C -1.548 0.054 -4.892 0.1 0.0 -0.1
H -1.499 -2.172 -4.762 0.0 0.0 -0.1
C -1.996 1.027 -3.972 -0.1 0.1 0.1
C -2.542 0.342 -2.863 -0.5 -0.1 -0.1
H -2.885 0.799 -1.954 -0.1 0.1 0.0
H -2.638 -1.807 -2.376 0.0 -0.1 0.0
H -1.089 0.252 -5.844 0.1 0.0 0.0
H -1.906 2.096 -4.072 0.0 0.1 -0.1
Ga -0.147 -0.109 -3.001 0.2 -0.8 1.5
Cl 0.011 -2.059 -1.460 -0.3 -0.2 -1.1
C 2.202 0.012 -2.732 0.4 0.0 -0.2
C 1.828 1.235 -3.330 0.3 0.0 0.1
C 1.340 0.957 -4.614 0.1 0.1 -0.4
H 1.819 2.192 -2.841 0.0 0.1 0.0
C 1.430 -0.441 -4.824 0.1 0.1 -0.4
C 1.970 -1.022 -3.668 0.2 0.1 0.2
H 2.089 -2.074 -3.481 0.0 -0.1 0.0
H 2.508 -0.121 -1.711 0.0 0.0 0.1
H 0.922 1.676 -5.298 0.0 0.0 -0.1
H 1.094 -0.975 -5.697 0.0 0.0 -0.1
C 1.312 3.527 1.626 0.1 0.8 -0.2
C 1.882 2.128 1.909 4.2 3.7 -0.1
C 2.966 1.780 0.868 0.7 0.3 -0.4
C 2.510 2.106 3.313 0.5 0.2 0.6
O 0.936 1.272 1.867 -4.6 -3.9 0.8
Si 0.002 0.278 1.026 -0.1 0.1 -2.5
S -0.193 1.196 -0.974 0.0 -0.1 1.3
O 0.666 -1.186 1.131 -1.4 4.2 -3.4
C 1.049 -2.132 1.913 1.5 -3.7 3.1
C 1.743 -3.235 1.095 0.3 -0.7 -0.1
C 2.044 -1.588 2.949 0.4 -0.2 0.8
C -0.165 -2.737 2.639 -0.3 -0.5 0.5
O -1.440 0.237 1.731 6.1 0.5 1.3
C -2.712 0.145 1.664 -5.6 -0.4 -0.5
C -3.105 -0.993 0.708 -0.6 -0.3 -0.3
C -3.266 -0.170 3.063 -0.5 -0.1 0.6
C -3.299 1.481 1.178 -0.7 0.4 -0.2
H 2.116 4.293 1.672 -0.5 -0.3 0.0
H 0.533 3.787 2.375 0.4 -0.2 -0.4
H 0.851 3.564 0.616 0.3 -0.1 0.6
H 3.804 2.508 0.916 -0.4 -0.4 0.0
H 3.373 0.763 1.049 -0.3 0.5 0.0
H 2.547 1.808 -0.159 0.1 0.0 0.6
H 1.745 2.336 4.086 0.4 -0.1 -0.5
H 2.943 1.110 3.538 -0.3 0.5 -0.2
H 3.326 2.856 3.390 -0.5 -0.4 0.0
H 2.607 -2.820 0.532 -0.6 -0.2 0.3
H 2.112 -4.042 1.764 -0.1 0.5 -0.3
H 1.040 -3.707 0.380 0.4 0.4 0.3
H 1.562 -0.808 3.576 0.3 -0.4 -0.4
H 2.391 -2.400 3.625 -0.1 0.4 -0.4
H 2.933 -1.153 2.446 -0.5 -0.2 0.2
H -0.673 -1.966 3.254 0.2 -0.4 -0.4
H -0.892 -3.150 1.909 0.4 0.3 0.3
H 0.151 -3.561 3.315 -0.2 0.4 -0.3
H -2.706 -1.964 1.062 -0.1 0.5 -0.1
H -4.210 -1.079 0.625 0.6 0.0 0.0
H -2.689 -0.802 -0.295 -0.1 -0.1 0.4
H -2.987 0.629 3.783 -0.1 -0.4 -0.4
H -4.374 -0.249 3.037 0.6 0.1 0.0
H -2.863 -1.134 3.440 -0.2 0.5 -0.3
H -3.028 2.301 1.878 -0.1 -0.5 -0.3
H -2.907 1.744 0.175 -0.1 -0.2 0.5
H -4.407 1.422 1.116 0.6 0.1 0.0
```
Positions in Å, forces in eV/Å.

---

(4)
Entry from the OMol25 dataset: C2H2Cl3P as an isolated structure in a non-equilibrium geometry (ωB97M-V/def2-TZVPD).

Results
LUMO (eV): -0.9
ΔE to the lowest compared entry with this formula, charge and spin (kcal/mol): 75.8
Charge: 0

```
8
Properties=species:S:1:pos:R:3:forces:R:3
C 0.261 0.438 -0.167 1.2 1.2 0.4
C -0.715 -0.627 -0.222 -0.2 -4.9 -0.8
P 1.316 0.604 1.143 -0.1 -0.7 -0.2
Cl 0.115 1.560 -1.438 0.0 0.4 -0.8
Cl -2.335 -0.195 0.323 -0.3 0.3 -0.9
Cl -0.148 -1.782 1.116 -0.5 -0.6 -0.4
H -0.676 -1.474 -1.261 -0.4 3.3 3.0
H 2.180 1.476 0.506 0.1 1.1 -0.4
```
Positions in Å, forces in eV/Å.

---

(5)
Entry from the OMol25 dataset: a 7-piece molecular cluster, C28H77N7O7 overall in a non-equilibrium geometry (ωB97M-V/def2-TZVPD).

Results
SMILES: COC[C@H](C)N.COC[C@H](C)N.COC[C@H](C)N.COC[C@H](C)N.COC[C@H](C)N.COC[C@H](C)N.COC[C@H](C)N
LUMO (eV): 0.4
ΔE to the lowest compared entry with this formula, charge and spin (kcal/mol): 97.4
Charge: 0

```
119
Properties=species:S:1:pos:R:3:forces:R:3
C -10.830 -4.573 -0.072 0.7 -1.8 0.4
O -9.474 -4.813 0.410 -0.4 1.7 -0.7
C -9.053 -3.578 1.045 -0.2 -0.6 -0.6
C -7.609 -3.591 1.496 0.5 -1.0 0.3
C -7.247 -2.340 2.259 -0.4 0.5 0.2
N -6.616 -3.707 0.423 0.0 0.2 -0.6
H -11.484 -4.826 0.762 -0.4 0.8 0.1
H -11.087 -5.342 -0.801 0.4 -0.1 -0.2
H -11.005 -3.613 -0.557 0.2 0.2 0.4
H -9.179 -2.737 0.364 0.1 0.1 -0.4
H -9.788 -3.398 1.829 0.4 0.1 0.7
H -7.427 -4.459 2.129 -0.6 -0.1 0.5
H -7.666 -2.358 3.265 0.1 0.1 0.1
H -7.632 -1.457 1.749 -0.1 0.1 -0.1
H -6.167 -2.198 2.299 0.0 -0.2 0.2
H -6.765 -4.498 -0.187 -0.5 -0.2 -0.1
H -5.759 -3.940 0.904 0.4 0.2 -0.1
C 5.991 -4.837 3.397 0.9 1.5 0.9
O 7.370 -5.190 3.264 0.2 -1.1 -1.2
C 8.405 -4.318 3.690 -0.7 1.3 0.3
C 8.475 -2.932 3.001 0.4 0.3 -1.2
C 9.013 -3.015 1.528 -1.0 -0.8 0.8
N 9.295 -2.024 3.803 0.3 -0.6 0.0
H 5.846 -4.554 4.440 -0.3 0.1 0.3
H 5.240 -5.589 3.155 0.9 -0.6 -0.2
H 5.734 -3.960 2.803 0.1 0.1 -0.2
H 8.290 -4.144 4.760 -0.2 0.2 0.4
H 9.404 -4.746 3.598 -0.3 -0.7 -0.4
H 7.474 -2.517 2.888 -0.4 -0.2 0.1
H 8.768 -2.142 0.923 0.2 0.2 0.2
H 8.421 -3.826 1.105 0.0 -0.1 -0.3
H 10.057 -3.306 1.416 0.1 0.3 0.3
H 9.304 -1.103 3.390 0.0 0.1 0.1
H 8.945 -1.974 4.749 -0.1 0.2 0.1
C -0.984 2.427 0.850 -0.4 0.7 0.5
O -0.367 1.190 0.778 0.7 -1.2 -1.6
C 0.589 1.074 -0.308 0.2 -1.4 0.4
C 1.197 -0.362 -0.227 0.6 -0.2 -0.8
C 2.261 -0.643 -1.353 -0.6 0.9 1.2
N 0.191 -1.418 -0.131 -0.6 0.5 0.0
H -1.425 2.813 -0.069 0.6 0.0 -0.6
H -0.237 3.090 1.287 -0.4 0.7 -0.1
H -1.878 2.373 1.471 0.3 -0.3 0.6
H 0.156 1.189 -1.302 -0.6 0.2 0.0
H 1.402 1.798 -0.253 0.0 0.3 0.4
H 1.695 -0.444 0.739 0.4 0.3 0.0
H 3.011 0.138 -1.223 0.3 -0.1 -0.1
H 1.892 -0.538 -2.373 -0.3 -0.1 0.1
H 2.737 -1.614 -1.221 -0.2 0.0 0.0
H -0.548 -0.925 0.348 -0.5 -0.4 0.7
H -0.263 -1.629 -1.008 0.3 0.0 -0.6
C -5.448 1.555 -9.247 0.1 -0.8 -1.4
O -5.702 1.663 -7.920 0.2 0.6 3.1
C -5.030 0.818 -6.956 -1.1 -1.3 -2.0
C -5.705 -0.613 -7.061 0.1 0.0 3.4
C -7.113 -0.520 -6.479 -1.0 0.8 -0.6
N -4.969 -1.562 -6.109 0.2 0.7 -0.6
H -4.399 1.366 -9.478 0.3 0.2 0.0
H -5.805 2.467 -9.724 0.2 0.0 -0.1
H -6.003 0.715 -9.666 -0.2 -0.2 -0.4
H -3.968 0.688 -7.166 0.2 0.3 -0.1
H -5.178 1.307 -5.994 -0.1 -0.3 0.0
H -5.709 -0.988 -8.085 0.2 0.0 0.1
H -7.196 -0.256 -5.425 0.8 -0.3 0.3
H -7.679 -1.445 -6.592 0.0 0.0 -0.2
H -7.664 0.323 -6.894 -0.3 -0.2 -0.7
H -5.159 -1.187 -5.191 0.6 0.9 0.4
H -5.491 -2.403 -5.907 -0.3 -0.7 -1.2
C -1.072 10.276 6.796 -0.6 -0.5 0.4
O -0.356 9.248 7.469 -0.4 -0.2 -0.7
C -0.573 7.906 6.964 2.2 0.0 0.7
C 0.379 7.086 7.867 -1.0 -1.0 1.8
C 0.530 5.591 7.495 -0.4 0.6 -0.5
N -0.074 7.081 9.299 -0.1 0.0 -0.7
H -0.792 10.353 5.745 -0.1 -0.1 -0.1
H -0.966 11.250 7.274 0.7 -0.2 0.2
H -2.134 10.075 6.938 -0.3 -0.1 -0.6
H -1.605 7.554 6.951 -0.2 0.2 0.3
H -0.125 7.735 5.985 -0.3 0.6 -0.6
H 1.340 7.601 7.859 0.0 -0.1 -0.2
H 1.000 4.948 8.239 0.7 0.6 0.1
H 1.018 5.535 6.522 0.0 -0.4 0.0
H -0.442 5.099 7.449 -0.4 0.3 -0.5
H -0.601 7.922 9.491 0.3 0.6 0.0
H -0.803 6.383 9.343 -0.1 -0.5 0.2
C 4.289 7.197 -1.590 -0.2 0.2 1.1
O 3.916 7.873 -0.376 1.2 0.3 -0.1
C 5.039 8.324 0.448 -1.8 0.0 -0.5
C 4.454 9.230 1.566 0.3 -0.8 0.2
C 3.654 10.350 1.047 -2.0 0.5 -1.1
N 5.493 9.794 2.372 1.7 0.0 0.9
H 5.014 6.395 -1.455 -0.2 -0.5 0.6
H 4.826 7.810 -2.313 -0.6 0.7 -0.2
H 3.324 6.800 -1.903 0.4 0.0 -0.7
H 5.504 7.395 0.778 0.5 0.3 0.5
H 5.714 8.935 -0.151 0.2 0.0 -0.1
H 3.753 8.709 2.218 -0.1 -0.9 -0.3
H 2.809 9.882 0.542 -0.1 0.2 -0.4
H 4.118 11.055 0.358 0.4 -0.2 0.1
H 3.173 10.903 1.855 0.3 0.2 0.2
H 5.106 10.296 3.158 -0.3 0.4 -0.2
H 6.030 9.084 2.850 0.3 -0.4 -0.2
C -0.094 -11.975 -5.267 0.5 0.6 -0.3
O 1.167 -11.413 -4.862 -0.4 0.0 -0.4
C 1.361 -10.047 -5.260 -0.5 -0.9 0.5
C 2.613 -9.460 -4.611 -0.8 -0.1 0.4
C 2.653 -9.609 -3.082 0.3 -0.8 -0.5
N 2.613 -8.041 -4.925 0.1 0.8 -0.1
H -0.918 -11.315 -4.996 -0.1 0.1 0.2
H -0.272 -12.958 -4.831 0.4 0.2 0.3
H -0.126 -12.110 -6.348 0.1 0.1 -0.2
H 1.436 -9.880 -6.335 0.3 -0.6 -0.5
H 0.453 -9.485 -5.041 -0.1 0.3 0.8
H 3.472 -9.915 -5.104 0.2 -0.2 0.3
H 1.791 -9.102 -2.648 0.1 0.1 0.1
H 3.599 -9.227 -2.696 -0.1 0.4 0.0
H 2.624 -10.649 -2.756 -0.2 -0.1 -0.2
H 2.366 -7.513 -4.101 0.2 0.1 0.2
H 1.867 -7.822 -5.570 0.1 0.1 -0.4
```
Positions in Å, forces in eV/Å.

---

Number 1: electronic energy -3397.44463 hartree. Number 2: electronic energy -267.81404 hartree. Number 3: electronic energy -4159.04138 hartree. Number 4: electronic energy -1799.24428 hartree. Number 5: electronic energy -2022.71618 hartree.